Record 1
DFT (ωB97M-V with the def2-TZVPD basis set) results for C4H3NO2 as an isolated structure.

Geometry as XYZ:
```
10
C4H3NO2 | OMol25 | ωB97M-V with the def2-TZVPD basis set
O 2.953 0.193 0.449
C 1.983 0.041 -0.242
C 0.567 0.373 0.259
N -0.380 -0.121 -0.621
C -1.532 -0.846 -0.261
C -2.013 0.238 0.178
O 0.356 1.052 1.239
H 2.034 -0.363 -1.275
H -1.765 -1.868 -0.491
H -2.272 1.174 0.643
```

frontier orbital gap: 9.198 eV
F_max: 0.0232 Eh/bohr
LUMO energy: -0.371 eV

---

Record 2
DFT (ωB97M-V with the def2-TZVPD basis set) results for an isolated molecule of C4H3NO2.

Geometry as XYZ:
```
10
C4H3NO2 | OMol25 | ωB97M-V with the def2-TZVPD basis set
O -1.773 0.671 -0.936
C -1.492 1.551 -0.068
C -0.396 0.234 -0.293
N 0.852 0.534 -0.574
C 1.572 -0.435 0.084
C 0.717 -1.305 0.688
O -0.570 -0.913 0.419
H -1.585 2.529 -0.573
H 2.656 -0.453 0.072
H 0.832 -2.189 1.295
```

frontier orbital gap (alpha / beta): 7.567 / 7.567 eV
F_max: 0.0685 Eh/bohr
LUMO energy (alpha / beta): -0.469 / -0.468 eV

---

Record 3
DFT (ωB97M-V with the def2-TZVPD basis set) results for an isolated molecule of C4H3NO2.

Geometry as XYZ:
```
10
C4H3NO2 | OMol25 | ωB97M-V with the def2-TZVPD basis set
C 1.229 -0.663 -1.207
C 0.444 -0.045 -0.170
C -0.948 0.008 -0.079
C -1.117 0.586 1.130
H 2.300 -0.564 -1.127
H -1.706 -0.364 -0.707
H -1.966 0.928 1.727
N 1.030 0.483 0.866
O 0.688 -1.200 -2.169
O 0.046 0.830 1.736
```

frontier orbital gap: 10.528 eV
SMILES: O=Cc1ccon1
F_max: 0.0504 Eh/bohr
LUMO energy: -0.031 eV

---

Record 4
DFT (ωB97M-V with the def2-TZVPD basis set) results for an isolated molecule of C4H3NO2S.

Geometry as XYZ:
```
11
C4H3NO2S | OMol25 | ωB97M-V with the def2-TZVPD basis set
C -2.290 1.346 -0.326
C -1.052 0.662 -0.095
C 1.354 0.479 0.087
C -0.834 -0.829 0.106
H -3.419 1.203 -0.224
H -2.107 2.485 -0.351
H 0.235 2.346 0.681
N 0.210 1.265 0.360
O 2.519 0.773 -0.044
O -1.685 -1.622 0.280
S 0.880 -1.128 -0.197
```

frontier orbital gap: 9.069 eV
SMILES: C=C1NC(=O)SC1=O
F_max: 0.0751 Eh/bohr
LUMO energy: -0.558 eV

---

Record 5
DFT (ωB97M-V with the def2-TZVPD basis set) results for an isolated molecule of C4H3NO3.

Geometry as XYZ:
```
11
C4H3NO3 | OMol25 | ωB97M-V with the def2-TZVPD basis set
C 1.058 -0.142 -0.002
C 0.516 1.103 -0.009
C 0.057 -1.141 -0.014
C -2.603 -0.468 -0.002
N -1.293 -0.133 -0.040
O -0.102 -2.308 -0.007
O -3.539 0.277 0.018
O -0.804 1.161 -0.028
H 2.107 -0.365 -0.010
H 1.016 2.055 0.015
H -2.668 -1.571 0.001
```

frontier orbital gap (alpha / beta): 9.819 / 9.819 eV
SMILES: O=Cn1occc1=O
F_max: 0.0809 Eh/bohr
LUMO energy (alpha / beta): -0.118 / -0.118 eV

---

Record 6
DFT (ωB97M-V with the def2-TZVPD basis set) results for C4H3NO3 as an isolated structure.

Geometry as XYZ:
```
11
C4H3NO3 | OMol25 | ωB97M-V with the def2-TZVPD basis set
C 0.645 -0.027 0.914
C -0.854 -0.267 -0.778
C -0.884 0.962 -1.816
C 0.494 0.307 -0.468
H 2.887 -0.761 1.364
H -0.944 0.829 -2.951
H -1.633 1.866 -1.346
N -1.399 -1.119 0.212
O 1.588 -0.455 1.956
O -0.413 -0.998 1.227
O 0.460 1.459 -1.390
```

frontier orbital gap: 8.027 eV
F_max: 0.1154 Eh/bohr
LUMO energy: -1.332 eV

---

Record 7
DFT (ωB97M-V with the def2-TZVPD basis set) results for an isolated molecule of C4H3NO3.

Geometry as XYZ:
```
11
C4H3NO3 | OMol25 | ωB97M-V with the def2-TZVPD basis set
C -0.392 0.426 -0.347
C -0.646 -0.876 0.156
C 0.636 -1.198 0.765
C 1.578 0.002 0.381
H -0.854 2.009 -1.319
H -2.246 0.961 -1.040
H -1.422 -1.584 0.156
N -1.314 1.360 -0.649
O 1.076 -2.128 1.364
O 2.748 0.029 0.699
O 0.835 0.999 -0.166
```

frontier orbital gap: 9.207 eV
SMILES: NC1=CC(=O)C(=O)O1
F_max: 0.0834 Eh/bohr
LUMO energy: -0.278 eV

---

Record 8
DFT (ωB97M-V with the def2-TZVPD basis set) results for an isolated ion of composition C4H3NO6 and charge -2.

Geometry as XYZ:
```
14
C4H3NO6 | OMol25 | ωB97M-V with the def2-TZVPD basis set
C -0.015 -1.664 -0.290
C 0.285 0.926 -0.651
C 2.145 0.581 0.802
C -1.790 0.108 0.035
N -0.402 -0.170 -0.158
O 0.791 -1.979 -1.100
O -0.300 1.895 -1.205
O 3.329 0.172 0.693
O -0.702 -2.368 0.472
O 1.638 0.856 -0.563
O 1.533 1.079 1.726
H -2.122 -0.110 0.971
H -1.944 1.116 -0.195
H -2.445 -0.443 -0.539
```

frontier orbital gap: 7.818 eV
SMILES: CN(C(=O)[O-])C(=O)OC(=O)[O-]
F_max: 0.0777 Eh/bohr
net charge: -2
LUMO energy: 6.618 eV

---

Record 9
DFT (ωB97M-V with the def2-TZVPD basis set) results for an isolated molecule of C4H3NOS.

Geometry as XYZ:
```
10
C4H3NOS | OMol25 | ωB97M-V with the def2-TZVPD basis set
C -1.531 0.040 -0.074
C 0.463 1.186 0.017
C 1.212 -0.061 0.141
C 0.509 -1.201 -0.040
H 1.019 2.162 -0.088
H 2.263 -0.004 0.308
H 0.906 -2.173 -0.124
N -0.835 1.238 -0.127
O -0.845 -1.154 -0.078
S -3.161 -0.033 0.065
```

frontier orbital gap: 8.002 eV
SMILES: S=c1nccco1
F_max: 0.0448 Eh/bohr
LUMO energy: -0.632 eV

---

Record 10
DFT (ωB97M-V with the def2-TZVPD basis set) results for an isolated molecule of C4H3NS.

Geometry as XYZ:
```
9
C4H3NS | OMol25 | ωB97M-V with the def2-TZVPD basis set
C 0.382 0.318 1.362
C 0.355 -0.391 0.081
C -0.108 -0.871 -0.950
C -0.485 -1.416 -2.215
H -0.652 1.989 -0.066
H -0.527 0.155 1.927
H 1.302 -0.023 1.916
N -0.687 -1.929 -3.211
S 0.419 2.169 1.156
```

frontier orbital gap: 9.821 eV
SMILES: N#CC#CCS
F_max: 0.0802 Eh/bohr
LUMO energy: -0.017 eV

---

Record 11
DFT (ωB97M-V with the def2-TZVPD basis set) results for an isolated molecule of C4H3NS.

Geometry as XYZ:
```
9
C4H3NS | OMol25 | ωB97M-V with the def2-TZVPD basis set
C -0.046 1.389 -0.251
C -0.695 0.367 0.343
C -0.088 -0.965 0.448
C 1.017 -1.244 -0.464
H 0.988 1.346 -0.485
H -0.591 2.282 -0.470
H -1.695 0.395 0.694
N 1.913 -1.384 -1.169
S -0.803 -2.187 1.353
```

frontier orbital gap: 7.714 eV
SMILES: C=CC(=S)C#N
F_max: 0.0438 Eh/bohr
LUMO energy: -1.929 eV

---

Record 12
DFT (ωB97M-V with the def2-TZVPD basis set) results for C4H3NdO2 as an isolated structure.

Geometry as XYZ:
```
10
C4H3NdO2 | OMol25 | ωB97M-V with the def2-TZVPD basis set
C -2.569 -0.043 -0.083
C -1.341 -0.060 -0.110
C -0.001 -0.205 -0.091
C 1.174 0.361 0.046
H 2.090 -1.357 -0.125
H 1.397 1.425 -0.058
O -3.845 0.047 -0.165
H -4.286 0.051 0.699
O 2.342 -0.419 0.027
Nd 5.038 0.201 -0.139
```

frontier orbital gap (alpha / beta): 7.294 / 7.305 eV
F_max: 0.1003 Eh/bohr
net charge: +3
LUMO energy (alpha / beta): -13.600 / -13.594 eV
multiplicity: 5

---

Record 13
DFT (ωB97M-V with the def2-TZVPD basis set) results for C4H3O2 as an isolated structure.

Geometry as XYZ:
```
9
C4H3O2 | OMol25 | ωB97M-V with the def2-TZVPD basis set
C 1.112 0.271 0.594
C 0.036 -0.312 -0.087
C -1.842 0.033 0.018
C 1.468 0.183 -0.646
O -2.123 1.009 -0.616
O -2.301 -0.803 0.804
H 1.374 0.657 1.558
H 0.093 -1.430 -0.129
H 2.184 0.394 -1.496
```

frontier orbital gap: 7.022 eV
F_max: 0.0861 Eh/bohr
net charge: -1
LUMO energy: 4.353 eV

---

Record 14
DFT (ωB97M-V with the def2-TZVPD basis set) results for a 2-piece molecular cluster, C4H3O2S overall.

Geometry as XYZ:
```
10
C4H3O2S | OMol25 | ωB97M-V with the def2-TZVPD basis set
C 0.317 1.104 -0.148
C -1.797 -0.828 0.187
C 1.245 0.005 0.351
C 0.327 -0.103 -0.762
O -2.360 -0.837 -0.850
O -1.447 -0.979 1.281
S -0.065 2.645 0.285
H 2.349 0.095 0.186
H 1.291 -0.695 1.283
H 0.141 -0.408 -1.813
```

frontier orbital gap: 6.670 eV
F_max: 0.0696 Eh/bohr
net charge: -1
LUMO energy: 3.701 eV

---

Record 15
DFT (ωB97M-V with the def2-TZVPD basis set) results for an isolated ion of composition C4H3O3 and charge -1.

Geometry as XYZ:
```
10
C4H3O3 | OMol25 | ωB97M-V with the def2-TZVPD basis set
C 0.884 -0.069 0.199
C 2.181 0.252 -0.103
C -0.300 -0.736 0.144
C -1.529 0.156 -0.011
O -0.301 -2.123 0.473
O 3.358 0.186 -0.013
O 1.314 1.231 -0.419
H -1.576 1.128 0.499
H -2.346 -0.564 0.285
H -1.686 0.538 -1.055
```

frontier orbital gap (alpha / beta): 7.214 / 7.214 eV
SMILES: CC(=O)C1=C([O-])O1
F_max: 0.1147 Eh/bohr
net charge: -1
LUMO energy (alpha / beta): 4.070 / 4.070 eV

---

Record 16
DFT (ωB97M-V with the def2-TZVPD basis set) results for an isolated molecule of C4H3OPS.

Geometry as XYZ:
```
10
C4H3OPS | OMol25 | ωB97M-V with the def2-TZVPD basis set
C 0.074 -0.127 0.049
C 0.351 -1.203 -0.845
C -0.595 -0.200 1.207
C 0.374 -2.484 -0.449
O -0.539 -4.300 1.384
P -0.324 -2.902 1.076
S -1.633 -1.518 1.998
H 0.404 0.859 -0.046
H 0.612 -0.980 -2.005
H -0.857 0.572 1.874
```

frontier orbital gap (alpha / beta): 7.410 / 7.408 eV
F_max: 0.0577 Eh/bohr
LUMO energy (alpha / beta): -1.337 / -1.337 eV

---

Record 17
DFT (ωB97M-V with the def2-TZVPD basis set) results for C4H4 as an isolated structure.

Geometry as XYZ:
```
8
C4H4 | OMol25 | ωB97M-V with the def2-TZVPD basis set
C -0.943 -2.275 1.185
C -0.308 -1.571 0.316
C 0.227 -0.692 -0.505
C -0.011 1.230 -0.023
H 1.114 -0.891 -1.165
H -0.931 1.146 0.718
H -0.115 1.730 -0.925
H 0.968 1.322 0.398
```

frontier orbital gap: 7.973 eV
F_max: 0.1165 Eh/bohr
LUMO energy: -1.488 eV

---

Record 18
DFT (ωB97M-V with the def2-TZVPD basis set) results for a 2-piece molecular cluster, C4H4 overall.

Geometry as XYZ:
```
8
C4H4 | OMol25 | ωB97M-V with the def2-TZVPD basis set
C 0.646 0.096 -0.438
C -0.467 -0.495 -0.525
C 0.988 1.518 1.636
C -1.597 -1.170 -0.767
H -0.157 1.639 1.485
H 1.574 0.518 -0.217
H -2.421 -0.619 -1.061
H -1.459 -2.152 -0.388
```

frontier orbital gap (alpha / beta): 8.459 / 7.168 eV
F_max: 0.0843 Eh/bohr
LUMO energy (alpha / beta): -0.282 / -1.785 eV

---

Record 19
DFT (ωB97M-V with the def2-TZVPD basis set) results for an isolated molecule of C4H4.

Geometry as XYZ:
```
8
C4H4 | OMol25 | ωB97M-V with the def2-TZVPD basis set
C 1.261 0.400 -0.232
C 0.872 -0.799 0.259
C -0.921 -0.544 -0.164
C -0.138 0.660 0.161
H 2.102 0.953 -0.493
H -1.035 -0.908 -1.113
H -1.662 -1.024 0.623
H -0.478 1.261 0.960
```

frontier orbital gap: 9.632 eV
SMILES: C1=C2C[C@H]12
F_max: 0.0983 Eh/bohr
LUMO energy: 0.962 eV

---

Record 20
DFT (ωB97M-V with the def2-TZVPD basis set) results for a 17-piece molecular cluster, C4H41NO16 overall.

Geometry as XYZ:
```
62
C4H41NO16 | OMol25 | ωB97M-V with the def2-TZVPD basis set
C 0.050 0.347 -0.104
C 0.331 -0.814 -0.721
N 0.114 -1.006 -2.147
C 0.382 -2.217 -2.952
C 1.343 -1.759 -4.036
H 0.248 0.633 0.914
H -0.284 1.190 -0.694
H 0.946 -1.541 -0.174
H -0.636 -0.563 -2.534
H 0.745 -3.038 -2.319
H -0.610 -2.634 -3.311
H 0.943 -1.110 -4.851
H 2.108 -1.085 -3.519
H 1.846 -2.562 -4.475
H -3.247 -3.059 -1.210
H -2.965 -3.169 0.274
O -2.895 -3.629 -0.638
H 2.501 -2.753 2.304
H 2.678 -1.410 1.629
O 3.235 -2.193 1.854
H -4.240 2.815 -1.543
H -2.676 2.548 -1.587
O -3.420 2.707 -2.159
H 3.043 1.088 -3.013
H 1.767 0.852 -2.108
O 2.643 1.373 -2.141
H -3.739 0.711 0.095
H -4.398 -0.169 -0.958
O -4.453 0.714 -0.559
H 2.443 2.261 1.802
H 1.371 2.432 2.941
O 1.806 3.009 2.162
H -3.226 0.587 -4.243
H -2.728 1.009 -2.817
O -2.826 0.205 -3.402
H 0.641 -0.234 4.606
H 2.220 -0.363 4.439
O 1.359 -0.531 3.976
H 0.942 3.012 0.790
H 1.313 2.510 -0.679
O 1.100 3.285 -0.232
H -0.354 -4.189 1.001
H -1.169 -3.431 -0.059
O -0.197 -3.462 0.441
H -1.831 4.270 -0.068
H -0.672 3.404 -0.378
O -1.567 3.337 -0.254
H 4.162 -1.161 3.207
H 3.347 -0.068 2.684
O 3.841 -0.152 3.533
H 3.160 3.085 0.650
H 3.677 1.951 -0.337
O 3.787 2.333 0.583
H -1.678 1.866 3.894
H -0.579 2.845 3.172
O -1.247 2.193 3.138
H -0.583 -2.499 1.816
H 0.283 -1.779 2.930
O -0.289 -2.429 2.760
H -1.970 -0.808 0.616
H -3.200 -1.371 1.413
O -2.699 -1.382 0.597
```

frontier orbital gap: 8.524 eV
F_max: 0.1378 Eh/bohr
LUMO energy: -0.150 eV